Version 1
Molecular formula: C2H6NO2
Method: DFT, ωB97M-V with the def2-TZVPD basis set

Each line ends with the Löwdin charge.
Positions of all 11 atoms, in Å:
O  -1.1183  -0.6158  0.9900  -0.16
C  -0.4970  0.1558  1.7711  -0.66
O  0.5056  0.8483  1.5352  -0.13
H  -0.9123  0.2201  2.8060  0.08
C  1.1341  0.0254  -1.7275  -0.23
N  -0.2760  -0.3617  -1.7363  -0.09
H  1.6568  -0.3717  -2.6058  0.04
H  1.5806  -0.3326  -0.8047  0.05
H  1.2479  1.1184  -1.6788  0.05
H  -0.8557  0.2209  -2.3177  0.03
H  -0.6314  -0.4465  -0.7541  0.01

Values from the calculation:
E_LUMO, Eh: 0.165
Multiplicity: 1
Net charge: -1
Molecular weight, g mol⁻¹: 76.1
Frontier orbital gap, eV: 8.673



Version 2
Molecular formula: C2H6NO2
Method: DFT, ωB97M-V with the def2-TZVPD basis set

Each line ends with the Löwdin charge.
Positions of all 11 atoms, in Å:
C  1.9789  0.3710  -0.4769  -0.22
O  0.8715  0.9064  -1.1491  -0.19
H  1.6279  -0.1110  0.4436  0.05
H  2.6496  1.1994  -0.2068  0.06
H  2.5096  -0.3270  -1.1228  0.06
C  -2.2475  -0.5298  0.4254  -0.64
N  -0.9657  -0.3253  0.5653  -0.02
O  -3.1057  -0.7955  1.3056  -0.19
H  -2.7050  -0.4008  -0.5684  0.07
H  0.0322  0.6601  -0.6882  0.01
H  -0.6459  -0.6475  1.4725  0.01

Values from the calculation:
E_LUMO, Eh: 0.153
Multiplicity: 1
Net charge: -1
Molecular weight, g mol⁻¹: 76.1
Frontier orbital gap, eV: 7.832



Order of stability, best first: version 1, version 2